No. 1
The following is a DFT calculation (ωB97M-V with the def2-TZVPD basis set) of C22H44BaFO18V2 as an isolated structure at a distorted geometry.

Last column: Löwdin charge in e.
Geometry (Å):
H: -4.9101 -5.2809 0.5746  0.10
C: 0.0423 5.9992 -1.4191  -0.21
O: -2.2034 -1.7523 -1.2987  -0.18
H: -0.6682 -4.2422 4.0690  0.10
O: 1.5979 -0.4888 -3.6347  -0.14
C: 0.1246 4.1657 2.5957  -0.15
C: 3.9794 2.9684 0.5152  -0.14
H: 3.1582 -3.4116 4.4398  0.11
H: -3.6492 2.3253 -1.2233  0.03
O: -1.0133 0.5667 -2.7262  -0.08
H: 0.0544 4.9344 -1.6519  0.05
H: 0.5674 -3.1437 -2.3493  0.07
O: -3.8445 2.6938 -0.3586  -0.09
H: -3.4371 -6.1025 0.7970  0.09
H: -1.0098 -2.4403 0.7117  0.12
H: -0.4869 -5.8167 -2.2092  0.11
O: -3.6166 2.4869 -3.2742  -0.16
H: 1.5698 -2.8515 3.8429  0.07
C: 2.5445 -2.5387 4.2174  -0.10
H: 3.7226 -2.4276 2.7677  0.11
F: 2.1159 1.0581 4.0002  -0.43
H: 0.3247 3.3817 3.3260  0.08
H: 0.6809 -3.9592 -0.8485  0.09
O: 3.9397 0.1432 -5.0030  0.17
H: -3.8314 -1.9725 1.2388  0.06
H: -3.2268 -0.5502 1.8864  0.04
H: -1.5081 -3.6324 2.7234  0.05
C: 2.7070 -0.5431 -3.0320  -0.17
H: -3.7280 3.6163 -4.9283  0.09
H: 2.5350 -2.0605 5.1969  0.11
O: -0.6640 -4.8741 -2.1670  -0.25
O: -3.4770 -4.5452 -0.6168  -0.28
O: 3.1625 -1.7907 3.2175  -0.16
H: -0.8987 6.3639 -1.0071  0.09
H: -1.8967 2.5177 0.4185  0.05
C: 5.1311 0.2861 -3.0133  0.12
H: -4.2850 -6.4248 -0.7177  0.09
O: 6.2170 0.5637 -1.0831  0.12
C: 5.0664 0.1949 -1.6504  -0.21
V: 2.6534 0.3193 2.1640  1.35
C: -1.2937 -0.9703 -0.7758  -0.34
H: 0.1871 -4.0942 2.5028  0.07
H: 3.3373 2.7974 -0.3489  0.09
H: -3.2791 2.8885 1.5180  0.10
H: -2.1229 3.7669 -4.1359  0.07
H: 0.8400 6.1841 -0.6997  0.08
C: 0.0973 1.1320 -0.8933  0.14
C: 0.5052 0.8194 0.4331  -0.21
C: -3.8768 -1.3830 2.1545  -0.15
H: -1.7917 -6.0216 3.1919  0.09
H: 4.1234 4.0474 0.5701  0.11
H: -0.5778 4.9332 2.9209  0.10
O: 1.0990 -0.9651 1.7924  0.00
H: 1.3349 5.6291 2.4641  0.09
C: 2.7723 -0.6996 -1.5358  0.04
H: 0.4667 2.0205 -1.3839  0.17
C: -0.7518 0.2501 -1.4694  -0.23
V: -0.1387 -0.1164 -4.7904  0.89
H: 3.9376 2.9960 2.3441  0.13
O: 3.7706 -0.5731 0.4405  -0.10
O: 1.3184 1.4101 1.1302  0.02
O: 1.3130 4.7418 2.0983  -0.12
H: 5.9395 0.7496 -3.5591  0.17
O: -5.2320 -1.0028 2.4712  -0.09
C: 0.1887 -0.6139 1.0553  -0.18
C: -4.0513 -5.6537 0.0163  -0.12
H: 1.4195 -4.6525 -2.2745  0.11
H: -3.4405 -1.9109 3.0025  0.08
C: 4.0136 -0.0741 -3.7998  -0.28
H: -3.2469 1.7334 -3.7403  0.04
C: 0.5276 -4.1414 -1.9121  -0.12
H: -5.2498 -0.2598 3.0789  0.09
H: -0.3302 3.6891 1.7273  0.04
O: 0.1741 6.8479 -2.4821  -0.09
H: 1.9891 -1.1887 -0.9756  0.11
H: 4.9504 2.6990 0.0998  0.09
H: -2.7627 -4.2727 -0.0361  0.06
C: -2.9338 2.2965 0.6705  -0.12
H: 1.1002 7.0962 -2.5307  0.09
C: -0.7490 -4.3681 2.9893  -0.18
H: -3.0781 1.2497 0.9380  0.05
C: -3.1990 3.6928 -3.9784  -0.08
O: 3.7751 2.3012 1.7018  -0.12
Ba: -3.0134 -3.6891 -3.3322  1.90
H: -3.5841 4.4473 -3.2924  0.10
C: 3.8857 -0.3898 -0.8476  -0.28
O: -1.0871 -5.6732 2.6408  -0.10
C: -0.8154 -1.4411 0.3508  0.08

Forces on the atoms, in the same order (eV/Å):
-0.5 -0.4 -0.4
-0.5 0.5 1.6
1.3 1.5 -1.3
0.4 -0.1 0.1
1.2 -0.7 0.4
-0.4 -0.4 -0.9
2.2 1.0 -3.4
-0.1 -0.3 -0.3
0.2 -0.1 -0.4
0.3 -2.1 2.7
-0.3 -0.3 -0.3
-0.7 -0.1 -0.5
0.4 0.0 0.7
0.6 0.1 -0.3
-0.2 0.1 0.0
0.3 -0.2 0.2
0.8 -0.4 0.2
-0.1 0.0 0.5
-0.5 -1.2 1.5
0.3 0.5 -0.5
1.0 -1.5 -3.6
0.0 0.3 0.4
-0.2 -0.3 0.2
-0.1 -0.5 1.1
-0.6 -0.4 0.1
-0.1 0.5 0.4
-0.3 0.2 -0.4
-1.2 1.1 1.6
0.1 0.9 -0.1
-0.5 0.6 -0.4
-0.9 0.7 -0.7
1.3 0.9 -1.2
1.2 1.6 -1.3
-0.2 -1.0 0.7
0.3 0.1 0.0
-0.7 0.0 -1.1
-0.3 0.1 0.1
-4.0 -1.2 -0.7
5.0 0.9 3.8
0.6 0.4 2.4
-4.1 -1.8 -4.0
0.1 -0.2 0.0
-1.0 -0.4 0.7
0.6 0.0 0.2
0.0 0.0 0.2
-0.1 -0.2 0.4
1.3 1.5 2.5
-0.3 -1.8 1.3
-0.7 0.6 0.4
0.0 0.1 0.3
-0.7 0.1 0.7
0.0 -0.2 0.4
-0.3 -0.5 1.3
0.4 0.1 -0.1
-1.0 -0.6 -4.3
-0.1 0.0 -0.2
-2.2 0.4 -5.8
0.5 0.2 1.1
-0.3 -0.4 1.0
0.8 1.5 0.3
0.5 1.1 -0.5
0.5 0.4 0.2
0.4 -0.1 0.4
1.0 -0.6 -1.0
-0.7 0.1 -3.5
-1.3 -1.1 1.2
-0.2 -0.2 -0.1
0.2 -0.2 -0.1
-2.0 -0.1 -1.6
-0.1 -0.1 0.0
1.4 0.2 0.6
0.2 0.0 0.1
-0.4 -0.2 0.0
1.0 0.7 -2.0
-0.3 0.1 -0.3
0.3 -0.5 0.1
0.2 0.5 -0.2
-1.7 0.5 -0.7
-0.1 0.2 -0.5
-0.2 0.6 0.8
0.2 -0.3 -0.1
-1.1 -1.0 0.5
-0.9 -0.9 1.5
0.5 0.3 1.8
0.2 0.5 -0.7
0.0 0.4 1.7
-0.1 -0.5 -0.8
4.1 0.9 5.5

## Properties
Orbital gap (spin up / spin down) = 5.254 / 3.291 eV
Spin multiplicity = 9
Charge = +3
⟨S²⟩ = 20.1192

No. 2
The following is a DFT calculation (ωB97M-V with the def2-TZVPD basis set) of a 14-piece molecular cluster, C23H77N25O14 overall at a distorted geometry.

Last column: Löwdin charge in e.
Geometry (Å):
N: 10.3314 7.9541 19.9980  0.17
N: 11.0301 8.4636 25.7642  0.17
H: 7.1268 8.5541 27.3837  0.12
O: 3.8957 3.5483 17.8194  -0.18
H: 11.7687 2.4777 20.5857  0.08
H: 11.7230 1.1598 17.3889  0.13
H: 5.0614 1.7248 18.1114  0.13
H: 6.4151 -0.8113 25.7077  0.13
H: 13.3754 -0.0717 20.4990  0.07
H: 9.0196 0.2307 24.2531  0.02
H: 10.8963 6.4294 23.6554  0.07
H: 10.3728 0.0122 21.1068  0.07
H: 9.3859 -2.8406 25.6416  0.08
H: 11.0860 -0.6539 24.4928  0.05
H: 10.1503 3.5299 27.1903  0.07
O: 6.5022 6.4930 22.2024  -0.01
H: 13.3365 -0.7705 18.8622  0.09
N: 10.1210 4.4881 26.8723  0.21
H: 12.6564 -1.1538 23.9774  0.10
N: 14.7661 4.4700 20.6535  0.19
N: 9.1469 -0.5515 24.8792  0.03
H: 11.8011 -0.2246 19.7432  0.06
N: 7.4263 -0.7245 21.1822  0.18
H: 6.6951 -1.0588 20.5710  0.13
H: 10.0782 4.8090 22.8921  0.05
H: 12.1062 1.2374 29.4056  0.13
H: 9.1168 2.0573 17.6470  0.09
H: 5.5442 4.6604 20.9092  0.07
H: 9.1740 -0.1715 25.8146  0.09
H: 12.4944 2.7056 17.8891  0.12
N: 7.9607 3.9969 23.1586  0.20
O: 15.4694 3.8205 22.5797  0.04
N: 7.4481 7.2881 24.6541  0.18
H: 3.8043 5.0561 16.5882  0.09
C: 12.3896 0.8057 23.6987  -0.80
H: 10.7798 7.8818 26.5509  0.05
N: 9.5179 -0.2498 21.5764  0.21
H: 10.2532 1.9337 26.0763  0.10
O: 9.8034 1.8006 28.4356  0.02
H: 12.7158 1.0850 27.7268  0.12
N: 13.5706 0.8089 23.2732  0.20
C: 5.2676 0.4947 23.5182  -0.10
H: 7.1014 7.1542 23.7149  0.04
C: 6.7230 7.8488 25.6123  -0.71
N: 7.5135 7.9846 26.6446  0.16
H: 7.7477 -3.4753 25.4787  0.08
C: 8.3297 -2.5721 25.6625  -0.09
H: 11.3797 5.1708 19.4895  0.06
O: 6.5832 0.1631 23.8590  -0.23
C: 6.6361 -1.0103 24.6590  -0.16
O: 13.0579 1.2721 19.0248  -0.22
H: 9.1094 0.2318 22.3646  0.08
H: 4.5822 7.8216 22.3624  0.12
C: 10.7636 2.2356 19.1014  -0.46
H: 5.4379 4.7117 17.0336  0.07
H: 8.4567 7.6236 26.6579  0.05
N: 13.7273 5.0748 22.2985  0.21
H: 7.1349 8.9954 20.5168  0.12
C: 10.6331 6.7644 20.4230  -0.76
H: 2.0135 2.1288 21.6600  0.12
N: 4.9330 4.0176 20.4263  0.02
N: 9.0784 4.9084 28.5994  0.19
H: 6.0704 -1.8872 24.3442  0.12
C: 8.1618 -1.5545 24.6059  -0.43
H: 4.5746 -0.3330 23.3676  0.10
H: 9.0027 3.4297 18.8261  0.06
O: 11.7127 1.7922 23.6767  0.02
H: 11.9829 1.5498 26.2284  0.11
H: 10.7352 4.8628 26.1635  0.10
H: 10.1457 3.5035 17.5190  0.07
H: 3.9738 4.4973 24.0729  0.12
N: 10.0389 3.9355 23.3976  0.17
N: 11.0501 1.6169 26.6098  0.18
O: 5.5472 8.2953 25.5254  -0.04
H: 10.4293 3.3397 20.7036  0.07
C: 6.4451 7.6382 21.8031  -0.74
N: 3.9239 3.7736 23.3702  0.16
H: 9.8834 8.6091 20.6228  0.12
N: 10.8685 6.8283 24.5829  0.17
H: 8.4271 7.0802 24.7894  0.08
H: 3.8812 2.2374 19.2232  0.12
N: 11.9944 -0.4059 24.1275  0.18
H: 5.3931 1.1673 22.6696  0.06
H: 13.9267 4.7729 20.1805  0.10
H: 13.1667 5.4018 21.5246  0.10
H: 4.1947 4.5461 19.9838  0.10
H: 14.1336 0.0123 23.5348  0.12
H: 11.2641 6.5645 18.4774  0.11
H: 4.5896 3.7019 15.7853  0.09
N: 11.2057 3.1508 20.0858  0.07
H: 4.9490 1.1655 24.3160  0.09
H: 6.1927 4.1326 18.8224  0.12
C: 4.6591 2.6292 18.5679  -0.20
H: 3.4329 3.0194 21.1565  0.04
O: 1.9773 2.8931 23.9444  0.05
N: 11.1700 6.1543 19.3956  0.17
C: 9.6603 2.8153 18.2111  -0.04
H: 11.1764 9.4394 25.9801  0.12
O: 10.5474 6.3282 21.5349  0.05
C: 11.9805 1.8061 18.2280  -0.17
N: 5.2819 8.2523 21.7750  0.19
H: 8.2172 7.6737 20.7748  0.08
H: 6.2184 1.7408 20.8221  0.05
O: 8.7098 2.1982 24.1626  0.01
H: 5.1752 9.2562 21.8048  0.12
H: 4.5674 3.8403 22.5946  0.05
H: 8.1236 4.9711 22.9476  0.09
H: 15.3918 3.8948 20.1078  0.14
O: 11.0497 8.7027 23.5163  0.08
H: 7.0013 3.6826 23.1305  0.11
C: 4.5054 4.2341 16.7328  -0.09
C: 10.9738 8.0695 24.5120  -0.85
C: 2.8593 3.0226 23.1413  -0.80
H: 7.2521 -0.8022 22.1741  0.07
H: 9.1675 3.9148 28.7577  0.09
O: 9.7876 6.6855 27.4391  -0.05
C: 9.7943 5.4377 27.6493  -0.68
H: 10.7025 8.1726 19.0844  0.12
H: 8.4097 -1.9661 23.6276  0.13
H: 10.5155 1.2871 19.5779  0.09
N: 2.8617 2.6262 21.8908  0.16
H: 7.2019 1.7438 19.3950  0.06
C: 8.6249 -0.6762 20.6992  -0.77
H: 13.2920 4.7834 23.1620  0.13
C: 6.6982 2.4033 20.1018  -0.04
H: 10.7588 3.2990 23.7083  0.05
H: 8.1223 -2.2447 26.6812  0.09
H: 11.1837 6.3728 25.4275  0.10
H: 14.0417 1.6662 23.0214  0.12
O: 8.7999 -1.1640 19.5864  0.01
C: 10.9021 1.6682 27.8700  -0.80
C: 5.6745 3.3651 19.3974  -0.40
N: 7.3819 8.1720 21.0469  0.20
H: 8.4852 5.4497 29.2120  0.13
C: 8.8988 3.2818 23.6116  -0.74
H: 7.5340 2.8638 20.6285  0.06
C: 12.8594 -0.0617 19.5390  -0.06
N: 11.9790 1.2227 28.4037  0.19
C: 14.7202 4.4698 21.8993  -0.91

Forces on the atoms, in the same order (eV/Å):
-2.0 4.1 0.0
0.7 4.5 3.5
0.5 -0.3 0.2
0.1 -0.4 -1.1
0.9 0.8 1.1
-0.2 -0.1 0.1
0.2 0.3 -1.0
-0.2 0.2 0.1
0.1 -0.2 0.0
0.0 0.5 0.3
0.2 -0.8 0.3
0.2 0.2 1.0
0.0 -0.3 0.2
-0.7 0.3 -0.1
-0.1 0.4 -0.3
0.7 -2.0 1.0
-0.5 -0.3 0.0
3.9 -1.4 -4.7
-0.5 0.0 0.1
1.0 0.0 -9.4
0.9 0.6 -0.9
0.1 -0.6 -0.4
-4.7 -0.1 1.7
0.4 -0.1 0.1
0.4 -0.5 -0.1
0.3 -0.1 -0.3
0.0 0.1 0.1
-0.1 0.5 0.2
-0.5 -0.1 0.2
-0.5 0.2 -0.6
-5.9 3.1 -2.3
2.3 -1.7 2.4
0.4 -1.3 -3.0
0.1 0.1 -0.4
-3.6 -1.7 1.3
-0.2 -0.1 -0.2
1.8 0.6 0.2
0.3 -0.3 -1.0
0.2 1.4 0.2
0.5 -0.2 1.3
6.9 -0.3 -2.0
0.2 2.0 0.4
-0.1 -0.3 0.7
-1.9 1.5 -1.0
-0.2 1.3 3.5
-0.1 -0.1 0.0
0.4 -1.7 0.4
0.1 -0.4 -0.1
0.2 -2.5 0.2
3.2 -0.5 -0.1
-0.7 -0.6 0.2
0.8 0.6 -0.1
0.1 -0.1 0.1
-0.1 -1.7 -2.7
0.3 -0.3 -0.2
-0.3 0.2 0.5
-7.7 4.9 3.8
0.3 -0.2 0.1
1.1 0.0 -0.6
0.2 0.0 -0.3
-0.4 0.8 0.8
-1.7 -0.4 4.1
-0.7 0.3 -0.5
-1.8 1.4 1.0
0.2 -0.1 -0.2
-0.3 -0.2 -0.1
-2.3 2.6 0.3
-0.8 0.2 -0.7
0.1 -1.4 -0.5
0.0 0.1 -0.3
-0.3 -0.5 0.0
2.4 -1.3 1.3
-0.9 1.2 -5.8
1.7 -1.0 -0.1
-0.2 0.2 0.4
-0.5 -1.5 -2.1
3.3 1.7 0.7
0.7 0.4 -0.2
-0.9 -8.7 -2.1
-0.2 0.1 0.1
0.2 -0.2 0.4
0.4 -1.5 0.5
-0.6 -0.3 -0.4
0.6 -0.3 -0.6
-0.9 0.4 1.2
-0.1 0.5 0.0
0.4 0.5 -0.4
-0.2 -0.3 0.4
0.1 -0.5 0.2
0.6 0.3 0.7
-0.9 -0.2 0.1
0.4 -0.3 -0.5
-0.4 -0.3 0.5
0.2 0.0 0.4
-1.6 -1.1 1.2
2.1 -3.7 -2.2
0.6 0.0 0.4
-0.1 -0.1 -0.2
-0.9 -1.3 2.4
0.9 0.8 1.0
-3.1 1.9 1.0
-0.4 -0.1 0.3
-0.3 0.2 -0.1
0.9 -0.6 0.2
0.4 0.0 -0.2
0.0 0.3 0.3
-0.5 -0.2 -0.2
0.0 0.2 0.5
0.0 2.6 -3.2
0.2 0.0 0.4
-0.7 0.9 0.7
0.7 3.7 2.2
-0.2 2.1 0.9
-0.1 0.6 0.0
-0.4 0.0 0.3
1.5 -1.6 0.1
-3.8 4.0 1.7
-0.6 0.9 0.6
-0.3 -0.1 -0.2
-1.0 -0.1 -0.1
-1.9 -2.8 -2.7
-0.2 -0.1 -0.3
0.0 -2.4 -2.0
0.0 0.4 -0.2
-0.2 -0.1 -0.8
1.3 0.8 -0.6
-0.2 0.4 -0.1
-0.2 0.0 -0.8
0.0 0.1 0.0
1.6 0.9 -1.0
-3.7 -1.7 2.6
1.6 -1.3 1.0
2.0 1.8 -1.1
0.4 0.0 -0.2
1.0 -1.0 1.0
-0.3 0.6 0.1
0.4 1.3 0.1
4.1 -0.9 3.5
4.3 -4.2 2.3

## Properties
Orbital gap = 8.833 eV
Energy above the lowest of the compared OMol25 structures with the same formula, charge and spin = 191.5 kcal/mol

No. 3
The following is a DFT calculation (ωB97M-V with the def2-TZVPD basis set) of C10H16AsMoN5O6S as an isolated structure at a distorted geometry.

Last column: Löwdin charge in e.
Geometry (Å):
O: -0.1753 -0.0655 1.4914  -0.40
H: 4.8928 -1.1070 -2.5703  0.14
H: 5.1542 -1.1810 0.4585  0.13
As: -3.0915 -0.8736 -0.1836  1.15
S: -1.0173 1.1203 1.9735  0.80
C: 2.6300 0.0308 -1.2606  -0.27
N: 2.3653 0.3373 -2.5855  0.22
O: -0.3552 2.0373 2.7820  -0.08
H: 0.2300 1.1412 -4.9009  0.18
H: 4.1301 0.0511 1.1525  0.14
H: -4.3646 0.2695 5.3974  0.16
C: -4.7004 -0.9615 3.6611  0.06
H: -5.5287 -1.5102 4.1060  0.16
H: -4.8514 -1.9941 1.7616  0.15
O: -1.1244 1.6327 0.4252  -0.40
C: 4.1423 -0.7707 0.4257  0.04
N: 1.6004 0.1174 -0.3639  -0.01
H: -3.6670 0.7797 -1.7319  0.13
O: -4.0505 -1.8691 -0.9096  -0.24
O: -1.1980 -1.1445 -0.6375  -0.42
H: -2.4130 1.4374 4.4180  0.15
Mo: -0.3372 0.3036 -0.4556  1.94
H: 1.9083 0.9315 -5.0343  0.19
H: 3.1695 0.2732 -3.2186  0.18
C: -3.2549 -0.5351 1.7762  -0.22
H: -0.7807 0.7586 -2.9398  0.15
C: -2.5654 0.4166 2.5319  -0.27
C: 4.9504 -0.2822 -1.8500  0.04
H: 5.8917 -0.4146 -1.3134  0.13
H: 1.9937 -0.0105 0.5833  0.11
C: -4.3181 -1.2341 2.3450  0.00
C: -4.0437 0.0206 4.3890  0.06
O: -2.9159 0.6212 -1.1248  -0.26
N: 3.8488 -0.3157 -0.9148  -0.07
N: 0.0538 0.6354 -2.3376  -0.03
N: 1.0966 0.9072 -4.4174  0.31
H: 5.0225 0.6739 -2.3729  0.13
C: -2.9504 0.6970 3.8340  0.03
C: 1.1579 0.6419 -3.1379  -0.34
H: 3.4653 -1.5659 0.7487  0.13

Forces on the atoms, in the same order (eV/Å):
0.6 -0.4 0.7
-0.1 0.0 0.1
-0.2 0.0 -0.1
-2.1 0.7 1.4
-0.6 -0.7 1.6
0.6 -0.2 -0.7
0.5 -0.1 -0.2
-0.2 0.4 0.4
0.0 0.0 0.2
0.0 0.1 -0.2
0.1 -0.1 -0.1
0.0 0.3 0.4
0.1 0.1 -0.1
0.1 0.3 0.2
-1.6 2.1 1.1
0.3 -0.4 1.5
0.7 -0.5 1.0
0.0 0.0 0.0
-0.5 -1.2 -0.4
-0.3 -1.0 0.2
0.0 0.0 0.0
1.7 -0.7 -3.2
0.1 -0.1 0.2
-0.3 0.0 0.2
-0.2 -0.7 -1.4
0.0 -0.2 0.7
1.0 0.8 -0.2
1.2 -0.1 -1.0
-0.2 0.1 0.0
-0.5 0.2 -0.2
0.3 -0.3 -1.0
-0.1 -0.1 -0.1
0.7 -0.1 0.4
-1.8 0.5 -0.3
0.2 0.6 -1.2
-0.2 0.0 0.2
-0.1 0.1 0.1
0.2 0.4 0.1
0.7 0.1 -0.1
0.0 0.0 -0.1

## Properties
Orbital gap = 5.109 eV
Energy above the lowest of the compared OMol25 structures with the same formula, charge and spin = 58.9 kcal/mol
Charge = +4